{"formula": "C10H10AuCl2O4", "method": "ωB97M-V/def2-TZVPD", "relative_energy_ev": 4.407, "homo_energy_ev": [-3.622, -3.494], "total_charge": -1, "energy_ha": -1743.5986, "multiplicity": 3, "elements": ["C", "C", "C", "H", "C", "C", "H", "H", "H", "H", "Au", "Cl", "C", "C", "C", "H", "C", "C", "H", "H", "H", "H", "O", "Cl", "O", "O", "O"], "xyz": [[-2.263, -0.942, -0.199], [-1.627, -1.133, -1.469], [-1.393, 0.165, -2.039], [-1.355, -2.069, -1.895], [-1.847, 1.154, -1.099], [-2.394, 0.462, 0.029], [-2.747, 0.910, 0.923], [-2.500, -1.704, 0.498], [-0.944, 0.361, -2.979], [-1.763, 2.210, -1.203], [-0.007, 0.005, -0.167], [0.162, -2.000, 1.405], [2.348, 0.118, 0.165], [1.972, 1.362, -0.446], [1.480, 1.077, -1.757], [1.972, 2.308, 0.034], [1.571, -0.341, -1.971], [2.117, -0.935, -0.790], [2.244, -1.971, -0.610], [2.665, -0.013, 1.166], [1.071, 1.789, -2.431], [1.244, -0.870, -2.831], [-0.103, 1.392, 4.026], [0.000, 0.000, 3.641], [1.255, -0.598, 4.040], [-1.154, -0.776, 4.039], [-0.002, 0.038, 1.918]], "forces_ev_per_angstrom": [[-0.86, 1.73, -0.41], [-0.65, 1.55, -0.19], [-2.13, -0.26, 0.39], [0.12, -0.48, -0.28], [0.07, -1.32, -0.78], [-0.31, -1.73, -0.59], [-0.27, 0.28, 0.55], [-0.17, -0.45, 0.43], [0.32, 0.12, -0.54], [-0.02, 0.53, -0.13], [0.01, 1.03, -1.82], [0.28, -3.13, 0.92], [0.69, 0.06, -1.78], [-0.12, -1.63, 0.21], [1.49, -1.64, -0.75], [0.12, 0.64, 0.26], [1.42, 1.97, 0.06], [0.19, 1.87, 0.41], [0.13, -0.65, 0.11], [0.27, -0.10, 0.71], [-0.22, 0.38, -0.40], [-0.19, -0.29, -0.56], [0.07, -0.92, -0.12], [-0.01, 0.07, -1.51], [-1.02, 0.50, -0.04], [0.93, 0.63, -0.02], [-0.13, 1.25, 5.87]]}